# C7H13BrO2

A 2-piece molecular cluster, C7H13BrO2 overall (ωB97M-V/def2-TZVPD, the OMol25 dataset).

XYZ file:
```
23
Properties=species:S:1:pos:R:3:forces:R:3:nbo_charge:R:1
C 1.91855 -0.10808 0.11985 -0.064 0.640 0.697 0.02
C -1.16692 0.34831 0.46032 -0.170 0.383 -0.484 0.50
C 1.01835 -1.72542 -1.34351 0.219 -1.015 -2.507 -0.60
C 1.03942 0.63504 -2.26593 -1.946 0.092 1.914 -0.62
C -0.78729 2.35894 1.76552 3.400 -2.312 0.841 -0.29
C -1.75169 -1.61987 1.53588 1.949 -1.424 -3.323 -0.26
C 1.10128 -0.26374 -1.01484 -0.113 -1.247 -0.742 -0.54
O -0.92371 1.62810 0.56029 -1.001 -0.278 -0.988 -0.49
O -1.30497 -0.26139 1.60167 0.049 0.053 1.271 -0.51
Br 2.21908 1.75792 0.48127 0.502 0.144 -0.174 -0.05
H 1.66770 -2.08833 -2.17690 -0.104 0.875 0.195 0.21
H 1.33216 -2.38567 -0.58787 -0.114 -0.599 1.511 0.23
H 0.02748 -1.96466 -1.72386 -0.344 -0.213 0.263 0.20
H 0.40843 1.51385 -1.86016 1.259 -0.840 -1.499 0.23
H 0.50721 0.05470 -3.08237 0.906 1.048 0.810 0.22
H 2.09480 0.83122 -2.37557 0.025 0.723 -1.086 0.23
H -0.42458 3.31362 1.53737 -0.339 1.575 -0.543 0.21
H 0.12152 1.89515 2.22953 -0.846 0.369 0.223 0.20
H -1.56093 2.25040 2.45098 -1.732 0.128 0.776 0.20
H -1.59962 -1.99125 0.46611 -0.113 0.721 1.036 0.20
H -2.78449 -1.64400 1.63011 -1.819 -0.076 0.954 0.19
H -1.18334 -2.39664 2.07140 -0.165 1.163 0.713 0.22
H 0.03156 -0.13819 -0.47932 0.559 0.089 0.141 0.32
```
Forces are in eV/Å.

Multiplicity: 1
Orbital gap (Ha): 0.3000
Total charge: 0
E_LUMO (eV): 0.071



# C7H13CeN5O4

C7H13CeN5O4 as an isolated structure (ωB97M-V/def2-TZVPD, the OMol25 dataset).

XYZ file:
```
30
Properties=species:S:1:pos:R:3:forces:R:3:mulliken_spin:R:1
Ce -1.49679 1.66035 0.22140 -1.112 -0.184 -2.104 1.02
O -2.50417 4.11008 3.32072 -0.515 0.300 0.457 0.00
C -1.87792 3.31195 2.68391 0.514 -1.399 -0.701 0.00
O -2.28359 2.10652 2.26185 0.050 1.743 1.528 0.00
C -0.37628 3.65157 2.24102 -0.336 -1.102 -0.924 0.00
O 0.26954 4.43005 2.88846 0.464 0.399 0.251 0.00
O 0.01709 2.97857 1.16504 0.294 1.441 1.645 0.00
C 1.70640 -1.02835 -2.94296 -0.114 -0.115 -0.007 0.00
N 1.56016 -1.64349 -1.62815 0.099 -0.102 -0.276 0.00
C 1.35142 -3.09268 -1.71078 0.039 0.082 0.049 0.00
C 0.66174 -0.99662 -0.77283 0.559 -0.747 0.890 0.00
N -0.20609 -0.14719 -1.07133 -0.318 0.431 -0.766 0.00
N 0.88785 -1.39389 0.55272 -0.144 -0.033 -0.151 0.00
C 0.11469 -1.13080 1.69082 0.660 -0.064 -0.540 0.00
N 0.78387 -1.51234 2.84154 0.018 -0.235 0.198 0.00
N -1.00647 -0.55894 1.62623 -0.360 -0.202 0.100 0.00
H 2.57797 -1.45678 -3.43456 0.034 -0.026 0.033 0.00
H 1.85028 0.04670 -2.85606 0.029 -0.013 0.113 0.00
H 0.83720 -1.20655 -3.58878 -0.038 -0.016 -0.003 0.00
H 2.20939 -3.56384 -2.18625 0.047 0.036 -0.046 0.00
H 0.45126 -3.32322 -2.29141 -0.012 -0.053 -0.055 0.00
H 1.23179 -3.51833 -0.71632 0.015 0.040 -0.044 0.00
H -0.28995 0.00936 -2.07227 -0.094 0.048 0.015 0.00
H 1.84015 -1.67886 0.69861 0.053 0.010 0.193 0.00
H 1.28790 -2.38375 2.77610 0.040 0.015 0.038 0.00
H 0.21151 -1.46570 3.66992 0.041 0.034 0.029 0.00
H -1.43115 -0.44562 2.54090 -0.095 0.110 0.014 0.00
C -2.58411 2.55106 -1.63530 0.228 -0.394 -0.018 -0.02
H -3.16875 3.48815 -1.58310 0.032 -0.028 -0.037 0.00
H -2.62494 2.20258 -2.68915 -0.076 0.025 0.122 0.00
```
Forces are in eV/Å.

Multiplicity: 2
Orbital gap (alpha / beta) (Ha): 0.1098 / 0.1099
Total charge: -1
E_LUMO (alpha / beta) (eV): 1.885 / 1.884



# C7H13Cl

One molecule with the formula C7H13Cl (ωB97M-V/def2-TZVPD, the OMol25 dataset).

XYZ file:
```
21
Properties=species:S:1:pos:R:3:forces:R:3:nbo_charge:R:1
C -2.70055 0.68579 -0.42938 -0.642 0.668 0.047 -0.62
C -1.97415 -0.35855 0.41711 -0.880 0.607 -0.240 -0.22
C -1.20809 -1.56864 -0.06818 0.169 0.152 -0.226 -0.42
C -0.52250 -0.45420 0.67391 1.915 -0.304 0.436 -0.25
C 0.65232 0.38644 0.09601 -0.602 -0.139 1.157 0.00
C 1.09578 1.30348 1.25292 -0.343 1.928 -1.258 -0.61
C 0.53181 1.08486 -1.21435 -1.434 2.014 -0.691 -0.64
Cl 1.97597 -0.74400 -0.28002 0.920 -1.093 0.426 -0.08
H -3.67196 0.26188 -0.77269 0.553 0.299 0.353 0.22
H -2.26099 1.16616 -1.32526 0.334 -0.754 0.529 0.21
H -2.91549 1.53677 0.26304 -0.082 -0.529 -0.563 0.21
H -2.60091 -0.48913 1.31631 0.496 -0.384 -0.449 0.22
H -1.37944 -2.49305 0.49374 0.237 0.289 -0.477 0.22
H -0.86209 -1.65865 -1.11138 -0.699 -0.030 0.472 0.22
H -0.16089 -0.76283 1.66901 -0.700 0.284 -0.268 0.22
H 1.40657 0.75899 2.11759 0.403 -0.494 0.390 0.22
H 1.91577 2.01011 0.90008 -0.965 -0.878 0.584 0.22
H 0.20076 1.91326 1.57979 0.912 -0.460 -0.477 0.22
H 1.48525 1.46861 -1.55928 0.302 -0.282 0.049 0.23
H 0.10264 0.45810 -1.98454 0.056 -0.315 -0.164 0.22
H -0.09841 2.00276 -1.19425 0.052 -0.580 0.369 0.21
```
Forces are in eV/Å.

Multiplicity: 1
Orbital gap (Ha): 0.4045
Total charge: 0
E_LUMO (eV): 0.900
SMILES: C[C@H]1C[C@H]1C(C)(C)Cl



# C7H13ClCuNO6

C7H13ClCuNO6 as an isolated structure (ωB97M-V/def2-TZVPD, the OMol25 dataset).

XYZ file:
```
29
Properties=species:S:1:pos:R:3:forces:R:3:nbo_charge:R:1
Cu -0.42689 0.99988 -0.56980 -1.994 0.772 -1.130 0.82
Cl 0.17049 -1.22842 -2.45404 0.549 0.069 0.423 -0.96
O -2.75010 0.53454 -0.91453 1.007 2.323 -0.036 -1.01
C -3.24733 1.88721 -0.98111 1.261 -1.158 0.204 -0.08
C -2.35826 3.13882 -1.53350 1.341 -1.272 1.280 -0.07
O -1.02694 3.22584 -1.01604 -0.923 -1.294 -0.125 -1.03
H -3.52009 2.20264 0.02597 0.090 0.376 0.789 0.08
H -4.22282 1.84086 -1.46525 -0.410 0.362 -0.874 0.09
H -2.89449 4.03841 -1.23137 -0.651 0.428 0.397 0.08
H -2.33570 3.22584 -2.61979 -0.059 -0.585 -0.704 0.09
C -1.65214 -1.88258 1.47085 0.871 -0.444 -1.148 -0.50
N -2.66555 -2.94186 1.35540 -1.582 2.033 -0.145 0.55
O -2.42740 -4.06024 1.67886 1.381 -2.633 0.698 -0.43
O -3.77301 -2.59705 1.02323 -0.766 0.431 -0.380 -0.38
H -0.70662 -2.42397 1.50236 0.003 0.411 0.897 0.21
H -1.97144 -1.21533 2.27143 0.439 -0.189 -0.074 0.23
H -1.60674 -1.35359 0.51890 -0.574 0.446 -0.083 0.31
O 0.71108 -0.15251 1.41182 1.713 0.032 -0.697 -0.58
C 1.79275 -0.10820 0.86248 0.400 -0.193 0.563 0.82
O 2.04755 0.69000 -0.19192 -0.909 0.140 0.809 -0.48
C 3.31761 0.50375 -0.75071 0.474 -1.690 -0.438 -0.06
C 3.93181 -0.79569 -0.08638 -0.550 1.137 -0.521 -0.43
C 3.14403 -0.86595 1.21433 -1.061 0.505 -0.484 -0.53
H 3.98447 1.33732 -0.53034 -0.278 0.293 -0.024 0.16
H 3.16841 0.36487 -1.82148 0.077 0.184 0.017 0.23
H 4.98032 -0.50637 -0.01561 0.178 -0.754 0.461 0.19
H 3.79577 -1.70894 -0.66566 -0.013 0.303 -0.247 0.23
H 3.68352 -0.28610 1.96322 -0.361 -0.148 0.421 0.22
H 2.85782 -1.86318 1.54857 0.348 0.115 0.152 0.24
```
Forces are in eV/Å.

Multiplicity: 1
Orbital gap (Ha): 0.1546
Total charge: -2
E_LUMO (eV): 4.686



# C7H13ClN

An isolated ion of composition C7H13ClN and charge +1 (ωB97M-V/def2-TZVPD, the OMol25 dataset).

XYZ file:
```
22
Properties=species:S:1:pos:R:3:forces:R:3:nbo_charge:R:1
C 1.66637 0.44661 -1.90683 0.136 -4.504 1.239 -0.63
C 0.57460 0.03762 -1.02028 -1.954 -0.368 1.958 0.01
C 0.54237 -0.44020 0.23593 1.100 0.262 1.254 0.17
C 1.66161 -0.68346 1.25507 -0.678 5.951 -2.165 -0.66
N -0.82626 -0.51265 0.85881 -0.785 -1.443 -0.582 -0.40
C -1.05472 0.72065 1.68494 0.384 -1.907 3.360 -0.42
C -1.79572 -0.58792 -0.25799 0.697 1.102 -3.531 -0.25
C -0.79018 0.20747 -1.56609 -2.881 0.679 6.610 -0.14
Cl -1.40537 1.90457 -1.62949 0.657 -0.568 -0.431 -0.02
H 1.19325 0.87758 -2.69527 -0.416 1.864 -2.447 0.24
H 2.07909 -0.55377 -2.23044 0.115 1.152 -0.099 0.25
H 2.36802 0.94485 -1.34525 1.851 1.582 0.568 0.25
H 2.14019 0.26104 1.74474 -1.420 -1.032 -0.811 0.24
H 2.46485 -0.98154 0.73635 2.961 -1.835 -1.856 0.25
H 1.43627 -1.27694 2.00411 -1.251 -3.244 3.426 0.22
H -1.03554 -1.40198 1.44958 1.167 1.955 -0.850 0.46
H -1.08554 1.63917 1.20730 -0.068 1.229 -2.046 0.25
H -2.09500 0.55796 2.13705 1.874 0.369 0.176 0.24
H -0.09236 0.83081 2.35308 -2.458 -0.522 -0.561 0.25
H -2.74352 -0.13176 -0.01174 0.220 1.183 0.091 0.23
H -2.22436 -1.55137 -0.61132 1.614 -0.164 0.542 0.25
H -0.97805 -0.30673 -2.39225 -0.864 -1.741 -3.845 0.21
```
Forces are in eV/Å.

Multiplicity: 1
Orbital gap (Ha): 0.3958
Total charge: +1
E_LUMO (eV): -3.120
SMILES: CC1=C(C)[N@@H+](C)C[C@H]1Cl



Energy above the lowest of the compared OMol25 structures with the same formula, charge and spin for the records above, in order: 2.0857; 0.5086; 0.7386; 0.9216; 3.1712 eV